The following is a quantum chemistry calculation of a cluster of 12 separate species, C7H37NO15 in total in a non-equilibrium geometry, from the OMol25 dataset.

Geometry as XYZ:
```
60
C7H37NO15 the ωB97M-V functional and the def2-TZVPD basis
C 5.63438 6.99106 5.98811
O 6.89732 6.80670 6.54013
C 7.90850 7.07926 5.62326
C 9.26364 6.69864 6.13773
N 9.41176 6.81880 7.68284
H 10.30948 7.09060 8.05745
H 8.87590 7.59676 8.04027
C 8.88992 5.68728 8.54009
C 8.97986 6.15768 10.06763
O 8.31648 7.37200 10.29578
C 8.63939 8.13822 11.39300
H 4.80068 6.83102 6.67180
H 5.33864 6.31442 5.18637
H 5.38214 8.02346 5.74596
H 8.01430 8.12259 5.32599
H 7.78498 6.48340 4.71895
H 10.04486 7.25448 5.61923
H 9.51690 5.65306 5.96239
H 9.49485 4.79789 8.36361
H 7.82036 5.52338 8.40866
H 10.03281 6.29704 10.31255
H 8.58802 5.40868 10.75578
H 7.79638 8.78948 11.62388
H 9.44736 8.85558 11.24927
H 8.88460 7.45654 12.20744
O 12.05374 10.96630 10.58584
C 10.96658 11.52330 9.93972
O 9.88559 11.49032 10.51949
O 11.05386 11.78292 8.72565
H 11.57282 10.72066 11.37955
O 13.11242 10.19265 7.32497
H 13.90546 10.67744 7.55366
H 12.39962 10.70458 7.70713
O 9.19294 11.06376 13.15873
H 10.08844 11.15516 13.48422
H 9.28884 10.99312 12.20896
O 7.70066 10.17562 9.07531
H 8.51068 10.52680 9.44517
H 7.90682 10.01592 8.15432
O 8.38770 13.66896 9.73065
H 8.99776 12.93488 9.80267
H 8.58884 14.06590 8.88317
O 13.04306 8.23038 11.81013
H 12.61624 7.99556 10.98616
H 13.12292 7.40228 12.28354
O 9.63228 10.07396 7.05041
H 10.10444 10.20414 6.22801
H 9.81040 10.86608 7.55739
O 11.96926 13.80662 12.61921
H 12.27582 12.94372 12.34057
H 12.70158 14.39368 12.43134
O 11.84676 10.49904 13.32607
H 12.58320 9.95422 13.04847
H 12.13032 10.88066 14.15685
O 11.24086 14.23216 6.84982
H 10.28722 14.28520 6.78648
H 11.40016 13.67362 7.61065
O 14.11022 12.70414 10.26161
H 13.24842 12.31670 10.41468
H 14.40206 12.32108 9.43437
```

Computed properties:
Orbital gap ... 8.701 eV
HOMO energy ... -9.33 eV
Multiplicity ... 1
E_LUMO ... -0.6 eV
Total charge ... 0

The following is a quantum chemistry calculation of an isolated molecule of C4H6N4 in a non-equilibrium geometry, from the OMol25 dataset.

Geometry as XYZ:
```
14
C4H6N4 the ωB97M-V functional and the def2-TZVPD basis
H -0.12915 2.72704 -0.27235
N -0.54619 1.85322 -0.13772
C 0.27547 0.86430 -0.03601
C 1.72999 0.64647 0.01476
C 1.97631 -0.72003 -0.07141
N 0.74986 -1.30972 -0.12236
N -0.23159 -0.47900 0.12656
N -1.34512 -1.00030 -0.25173
C -2.46690 -0.36533 0.11530
H 2.50540 1.49834 0.26397
H 2.82329 -1.45244 -0.06362
H 0.66351 -2.21566 0.25783
H -2.43984 0.70976 0.33566
H -3.56505 -0.75664 -0.15886
```

Computed properties:
Orbital gap ... 8.597 eV
HOMO energy ... -7.72 eV
Multiplicity ... 1
E_LUMO ... 0.9 eV
SMILES string ... [H]/N=c1\cc[nH]n1N=C
Total charge ... 0

The following is a quantum chemistry calculation of the ion C4H10NO2 with charge +1 in a non-equilibrium geometry, from the OMol25 dataset.

Geometry as XYZ:
```
17
C4H10NO2 the ωB97M-V functional and the def2-TZVPD basis
C 1.23458 -0.78115 0.54101
C -1.05747 -0.27954 -0.32245
C 1.22756 0.59849 -0.25237
C -2.50962 -0.26392 0.14207
N -0.20919 0.90563 -0.29306
O 1.77819 -1.66056 -0.26689
O 1.91426 1.68041 0.38576
H 1.39856 -0.79906 1.57074
H -0.82581 -0.88497 -1.19398
H 1.75381 0.48237 -1.22281
H -3.28459 0.15881 -0.41321
H -2.81904 0.17608 1.17398
H -2.85536 -1.38427 0.19860
H -0.45400 1.51781 -0.98047
H -0.29702 1.34156 0.58639
H 2.11342 -2.45407 0.00179
H 2.89171 1.64638 0.34491
```

Computed properties:
Orbital gap (spin up / spin down) ... 8.392 / 10.095 eV
HOMO energy (spin up / spin down) ... -11.36 / -15.43 eV
Multiplicity ... 3
E_LUMO (spin up / spin down) ... -3.0 / -5.3 eV
Total charge ... +1